Record 1
{
  "formula": "C2H8N2Si",
  "method": "the ωB97M-V functional and the def2-TZVPD basis",
  "de_lowest_ev": 0.236,
  "multiplicity": 3,
  "total_charge": 0,
  "orbital_gap_ev": [6.243, 8.531],
  "symbols": ["C", "H", "H", "H", "N", "H", "H", "C", "H", "H", "N", "Si", "H"],
  "positions_angstrom": [[-0.880, -0.317, -0.025], [2.540, -1.268, -0.361], [-1.041, 0.019, -1.126], [1.034, -0.492, 0.825], [0.557, -0.100, -0.021], [-1.790, 2.256, 0.392], [-0.835, 1.460, 2.171], [2.323, -0.738, -1.274], [-3.042, 0.499, 1.413], [2.909, -0.663, -2.221], [1.124, -0.270, -1.214], [-1.699, 0.964, 1.092], [-1.201, -1.350, 0.349]]
}

Record 2
{
  "formula": "C4H6N2",
  "method": "the ωB97M-V functional and the def2-TZVPD basis",
  "de_lowest_ev": 0.364,
  "total_charge": 0,
  "orbital_gap_ev": 9.640,
  "symbols": ["N", "C", "N", "H", "H", "C", "H", "H", "C", "H", "H", "C"],
  "positions_angstrom": [[-1.697, 0.887, 0.693], [1.289, -1.059, 0.154], [0.208, -0.101, 0.128], [1.712, -1.137, -0.846], [-1.981, 1.902, -1.173], [-0.743, 0.080, 1.083], [-0.684, -0.394, 2.056], [2.076, -0.763, 0.847], [-0.176, 0.659, -0.951], [0.921, -2.045, 0.438], [0.428, 0.721, -1.845], [-1.352, 1.251, -0.584]]
}

Record 3
{
  "formula": "C3H4OS",
  "method": "the ωB97M-V functional and the def2-TZVPD basis",
  "de_lowest_ev": 1.802,
  "total_charge": 0,
  "orbital_gap_ev": 9.180,
  "symbols": ["H", "O", "C", "S", "H", "C", "H", "C", "H"],
  "positions_angstrom": [[-2.641, 0.197, -0.774], [-0.631, 0.990, -0.967], [1.244, 0.153, 0.256], [-2.461, 1.842, -2.583], [-0.894, -0.439, 0.512], [-0.074, 0.090, -0.091], [1.719, -0.402, 1.023], [-1.919, 0.927, -1.385], [1.965, 0.588, -0.322]]
}

Record 4
{
  "formula": "C14H17IN2O2Zr",
  "method": "the ωB97M-V functional and the def2-TZVPD basis",
  "de_lowest_ev": 0.000,
  "total_charge": 2,
  "orbital_gap_ev": 7.422,
  "symbols": ["H", "C", "C", "N", "H", "H", "H", "C", "C", "C", "H", "H", "H", "O", "H", "H", "H", "H", "C", "H", "I", "C", "C", "H", "Zr", "C", "C", "H", "H", "H", "C", "C", "C", "N", "H", "C", "O"],
  "positions_angstrom": [[0.881, -1.146, 3.800], [0.436, 1.440, -4.069], [0.354, 0.617, -2.940], [0.381, 1.239, -1.710], [-0.094, -1.027, 5.269], [1.991, 1.101, 4.684], [0.744, 3.456, -4.782], [0.185, -2.826, -1.578], [-2.616, 0.373, 3.791], [0.129, -3.047, -3.967], [0.255, -3.217, -0.560], [0.284, 0.986, -5.047], [0.584, 1.162, 5.735], [-2.151, 0.439, 0.212], [1.640, -1.122, 5.407], [-2.146, -0.438, 4.364], [0.134, -4.725, -2.574], [0.056, -3.678, -4.851], [0.818, 3.368, -2.646], [-2.067, 1.317, 3.947], [2.366, -0.129, 1.005], [0.835, -0.699, 4.807], [0.158, -3.642, -2.707], [0.393, 1.295, 3.960], [-0.197, -0.029, -0.039], [0.667, 2.553, -1.537], [-1.790, 0.113, 1.464], [0.791, 2.884, -0.500], [-3.651, 0.495, 4.104], [1.034, 4.428, -2.484], [0.673, 2.804, -3.912], [0.226, -0.854, -2.930], [0.943, 0.782, 4.763], [0.130, -1.469, -1.694], [0.159, -1.163, -5.050], [0.186, -1.654, -4.081], [-2.720, 0.014, 2.348]]
}

Record 5
{
  "formula": "C7H6GdNO7",
  "method": "the ωB97M-V functional and the def2-TZVPD basis",
  "de_lowest_ev": 4.421,
  "multiplicity": 8,
  "total_charge": 2,
  "orbital_gap_ev": [6.485, 8.895],
  "symbols": ["H", "H", "C", "H", "H", "C", "O", "O", "H", "H", "C", "O", "C", "C", "Gd", "O", "O", "O", "O", "C", "C", "N"],
  "positions_angstrom": [[-3.548, -3.257, 0.233], [-4.363, -1.921, -2.194], [0.476, 0.656, -2.236], [-0.124, -3.638, -0.970], [-4.898, -2.285, -0.029], [-3.764, -2.724, -1.768], [0.495, 1.692, -2.734], [-1.966, -2.378, -0.265], [-5.003, -3.881, -0.457], [-3.844, -3.612, -2.400], [-1.210, 0.528, -0.019], [-0.366, 1.381, 3.662], [0.690, 1.031, 3.347], [2.795, 0.320, -0.030], [0.187, -1.946, -0.770], [1.337, 1.798, 0.808], [3.853, -0.119, 0.214], [-1.547, -1.846, -2.372], [-1.813, 1.471, 0.268], [1.389, 0.707, 0.250], [-2.343, -2.295, -1.506], [-4.352, -3.079, -0.406]]
}

Record 6
{
  "formula": "C17H22F12NO6S2",
  "method": "the ωB97M-V functional and the def2-TZVPD basis",
  "total_charge": 1,
  "orbital_gap_ev": 4.800,
  "symbols": ["H", "C", "H", "F", "F", "H", "F", "H", "H", "H", "F", "C", "N", "F", "H", "O", "C", "C", "C", "H", "H", "F", "O", "O", "C", "H", "F", "F", "F", "H", "F", "H", "C", "O", "H", "C", "H", "O", "H", "C", "H", "O", "C", "C", "H", "C", "S", "H", "H", "H", "H", "F", "C", "F", "C", "C", "H", "C", "C", "S"],
  "positions_angstrom": [[2.506, -2.934, -3.764], [3.539, -0.319, 4.365], [-8.284, 4.567, -1.837], [0.468, -0.161, -0.053], [-3.579, -1.883, -0.820], [-7.070, 1.259, -2.094], [-3.653, -1.711, -3.008], [-7.450, 4.826, -3.382], [-6.806, 1.389, -3.845], [-5.204, 3.147, -3.588], [-1.199, -2.593, -2.050], [-6.186, 3.949, -1.849], [2.978, -1.294, -2.480], [5.625, 1.262, -1.461], [2.793, -0.483, -3.073], [3.595, -1.173, 5.510], [2.830, -2.562, -0.451], [5.400, 0.829, -0.235], [2.837, -2.524, -2.801], [3.521, -0.626, 7.507], [2.730, -4.508, -1.695], [6.228, -0.137, 0.093], [1.113, -2.810, 1.507], [3.243, 0.135, 1.208], [2.679, 0.903, 6.191], [3.394, -2.857, 0.453], [-1.059, -1.487, 0.562], [-4.291, -0.116, -1.778], [-2.021, 0.587, -0.965], [-6.327, 3.653, -0.806], [5.466, 1.829, 0.582], [4.293, -3.670, -1.561], [-6.870, 1.957, -2.915], [-7.963, 2.877, -2.989], [1.524, 0.441, 4.432], [-1.986, -0.397, -1.871], [-5.559, 4.840, -1.867], [0.638, -4.025, -0.385], [-4.849, 2.226, -2.121], [3.197, -3.517, -1.662], [1.971, -1.068, 6.766], [2.883, 1.309, -0.814], [2.534, 0.776, 4.682], [-0.069, -1.352, -0.322], [3.555, 1.511, 6.430], [-0.748, -1.375, -1.713], [1.095, -2.742, 0.079], [3.259, -0.904, 3.488], [4.519, -1.610, -1.186], [1.813, 1.348, 6.680], [4.542, 0.096, 4.203], [-1.887, 0.209, -3.071], [3.450, -1.310, -1.072], [0.130, -1.045, -2.711], [-7.535, 4.159, -2.517], [-5.623, 2.784, -2.645], [2.729, 1.702, 4.142], [2.917, -0.540, 6.604], [-3.385, -1.104, -1.867], [3.608, 0.265, -0.160]]
}

Record 7
{
  "formula": "H12O6",
  "method": "the ωB97M-V functional and the def2-TZVPD basis",
  "de_lowest_ev": 1.719,
  "total_charge": 0,
  "orbital_gap_ev": 11.909,
  "symbols": ["H", "H", "H", "H", "H", "H", "O", "O", "H", "H", "H", "O", "H", "O", "O", "O", "H", "H"],
  "positions_angstrom": [[-33.231, 31.922, -12.794], [-31.413, 20.956, -12.170], [-29.100, 20.190, -9.098], [-29.608, 21.112, -8.010], [-31.676, 27.498, -14.231], [-31.361, 27.831, -15.674], [-32.668, 31.865, -13.565], [-29.655, 20.956, -8.953], [-30.547, 27.588, -10.643], [-30.427, 26.102, -10.377], [-32.061, 21.276, -13.500], [-30.456, 30.967, -9.095], [-30.326, 31.826, -9.495], [-30.345, 26.756, -11.072], [-32.215, 20.818, -12.674], [-32.081, 27.796, -15.045], [-30.669, 31.157, -8.181], [-32.597, 30.927, -13.742]]
}

Record 8
{
  "formula": "C18H17F2N5S2",
  "method": "the ωB97M-V functional and the def2-TZVPD basis",
  "total_charge": 0,
  "orbital_gap_ev": 7.747,
  "symbols": ["N", "H", "N", "H", "N", "H", "C", "N", "H", "N", "H", "C", "H", "H", "H", "H", "C", "S", "C", "C", "H", "C", "F", "H", "C", "H", "C", "C", "C", "H", "H", "H", "S", "C", "C", "C", "C", "C", "F", "C", "H", "H", "C", "C"],
  "positions_angstrom": [[1.612, 1.406, -0.349], [-1.014, 2.334, 1.750], [-2.952, 1.259, 1.576], [0.320, 0.952, 1.981], [-1.071, 0.807, 0.561], [4.247, 1.406, -2.004], [-2.312, 0.458, 0.683], [-5.164, 0.303, 1.397], [1.730, -0.519, -1.151], [3.620, 0.990, -1.249], [-7.278, -2.064, -1.241], [-6.765, -1.322, -0.377], [0.129, 2.855, -0.616], [5.013, -0.828, -2.357], [-4.698, 1.903, 2.780], [4.826, -1.377, 2.402], [-5.191, -1.169, -0.623], [-2.836, -1.390, -1.470], [1.237, 0.143, -0.281], [-0.244, -0.043, -0.470], [-4.794, -2.524, -2.156], [5.397, -2.085, 0.720], [6.123, -3.413, 1.156], [1.217, 3.141, 1.167], [-0.378, 1.703, 1.185], [-7.388, -0.386, -0.421], [4.977, -0.891, -1.285], [0.688, 2.439, 0.391], [5.586, -2.016, -0.895], [-7.170, -1.728, 0.731], [-0.540, 0.267, -1.477], [1.506, -0.247, 0.763], [2.866, 3.353, -1.199], [2.615, 1.881, -0.751], [-4.224, 1.179, 1.758], [-4.625, -0.398, 0.287], [-4.410, -1.673, -1.575], [4.799, -1.170, 1.398], [3.549, 0.850, 1.262], [4.361, 0.088, -0.727], [-0.566, -1.271, -0.517], [6.245, -2.553, -1.416], [4.134, -0.161, 0.895], [-3.174, -0.489, -0.235]]
}

Record 9
{
  "formula": "C2H7Br2N2",
  "method": "the ωB97M-V functional and the def2-TZVPD basis",
  "de_lowest_ev": 0.345,
  "total_charge": 1,
  "orbital_gap_ev": 9.941,
  "symbols": ["H", "N", "Br", "H", "N", "H", "H", "H", "C", "C", "H", "Br", "H"],
  "positions_angstrom": [[-0.887, -0.519, 1.684], [1.303, 0.826, -0.030], [-1.715, -2.066, -0.423], [-1.066, 0.435, -1.049], [-1.118, 0.347, 1.033], [-2.085, 0.606, 1.193], [2.301, 0.634, 0.012], [1.336, -1.191, 0.126], [-0.838, -0.244, -0.296], [0.716, -0.393, -0.454], [-0.373, 1.086, 1.363], [1.128, -1.030, -2.470], [1.297, 1.509, -0.687]]
}

Record 10
{
  "formula": "C18H35FP",
  "method": "the ωB97M-V functional and the def2-TZVPD basis",
  "total_charge": -1,
  "orbital_gap_ev": 6.199,
  "symbols": ["H", "H", "H", "H", "C", "C", "H", "H", "H", "H", "F", "C", "C", "H", "C", "C", "H", "C", "H", "H", "H", "H", "H", "H", "H", "H", "C", "C", "H", "H", "C", "H", "H", "C", "C", "H", "H", "C", "H", "C", "H", "C", "H", "H", "H", "H", "H", "C", "H", "C", "H", "P", "C", "H", "H"],
  "positions_angstrom": [[-0.192, 5.546, -4.248], [-2.486, -3.388, 2.803], [1.634, -4.470, 0.008], [1.217, -1.972, -1.287], [-1.358, 3.564, -1.762], [0.179, 2.360, -3.164], [-2.138, -1.658, -0.607], [2.906, -2.087, -0.826], [1.022, 3.465, -4.798], [-0.433, -3.048, -0.950], [-2.580, -1.169, 2.830], [-1.718, -3.925, 0.565], [1.929, -0.240, -0.294], [3.604, 2.178, 1.289], [-2.712, 0.109, 0.432], [-1.185, 4.697, -2.546], [2.205, -0.138, 1.842], [-0.329, 4.662, -3.638], [-0.092, 2.612, 0.946], [0.734, -4.373, 1.507], [-0.816, -2.354, 2.225], [2.285, 2.240, 0.098], [1.833, 3.353, 2.357], [-0.016, 0.997, 1.657], [-0.809, 1.514, -1.456], [3.692, -0.075, 0.933], [1.921, -1.760, -0.481], [-1.873, -1.160, 0.335], [2.394, 0.212, -1.177], [0.774, -1.868, 1.320], [0.887, -3.875, 0.547], [-1.686, -4.825, 1.189], [-2.562, -4.059, -0.119], [2.656, 0.274, 0.936], [1.486, -2.495, 0.785], [-0.813, -0.893, 0.243], [2.357, -2.594, 1.442], [2.602, 1.813, 1.052], [-0.452, 2.382, 2.654], [0.191, 2.051, 1.840], [0.895, 0.113, -0.285], [-0.426, -3.888, -0.254], [-0.403, -4.784, -0.887], [-3.774, -0.134, 0.470], [-2.562, 0.742, -0.454], [-1.719, 5.608, -2.305], [1.911, 1.763, 3.084], [0.353, 3.493, -3.947], [-2.452, 0.702, 1.306], [1.664, 2.292, 2.158], [-3.583, -2.482, 1.300], [-2.173, -2.458, 1.714], [-0.676, 2.396, -2.072], [0.711, 1.447, -3.402], [-2.022, 3.588, -0.908]]
}

Record 11
{
  "formula": "C5H19NO5",
  "method": "the ωB97M-V functional and the def2-TZVPD basis",
  "de_lowest_ev": 0.000,
  "multiplicity": 2,
  "total_charge": 1,
  "orbital_gap_ev": [10.037, 4.655],
  "symbols": ["H", "H", "H", "O", "H", "H", "O", "H", "H", "H", "O", "H", "O", "C", "O", "C", "H", "C", "H", "C", "H", "C", "H", "H", "H", "H", "H", "H", "H", "N"],
  "positions_angstrom": [[1.916, -1.226, 3.215], [2.513, 1.905, -2.497], [-1.593, -3.672, -0.060], [1.346, -2.016, 3.047], [-2.814, 1.830, 0.339], [2.999, 0.334, -1.951], [2.949, 0.202, 3.299], [-3.331, 0.160, -1.621], [1.961, -2.481, 2.464], [-2.441, 0.838, -2.959], [-0.579, -0.778, 1.378], [-0.271, 1.806, -2.553], [-2.239, -3.148, -0.544], [-2.327, 0.267, -2.025], [1.241, 0.450, -0.134], [-2.168, 2.243, -0.425], [0.061, -0.300, 0.840], [2.135, 0.908, -2.275], [-2.479, -2.469, 0.097], [-1.444, 1.011, -1.032], [2.859, 0.712, 2.486], [1.046, 0.862, -1.265], [1.824, 0.535, -3.263], [2.509, 0.763, 3.951], [-1.921, -0.699, -2.320], [-2.824, 2.777, -1.117], [-1.206, 0.400, -0.176], [-1.506, 2.984, 0.017], [-0.155, -1.385, 2.034], [-0.187, 1.385, -1.623]]
}

Record 12
{
  "formula": "H5N5",
  "method": "the ωB97M-V functional and the def2-TZVPD basis",
  "de_lowest_ev": 2.138,
  "total_charge": 0,
  "orbital_gap_ev": 10.702,
  "symbols": ["N", "N", "H", "H", "N", "H", "N", "N", "H", "H"],
  "positions_angstrom": [[-1.783, 0.357, 0.246], [-0.609, -0.047, -0.387], [-2.575, 0.009, -0.331], [-1.932, 0.229, 1.265], [0.541, -0.002, 0.526], [0.590, -1.716, -0.721], [0.011, -1.293, 0.140], [1.787, 0.240, 0.042], [1.794, 0.811, -0.784], [2.276, 0.850, 0.695]]
}